(1)
Entry from the OMol25 dataset: a structure of composition C26H74Br6N12O4P4 (ωB97M-V/def2-TZVPD).

The calculation puts the LUMO energy at -0.1 eV. The value obtained for the HOMO energy is -8.7 eV.

Geometry as XYZ:
```
126
Properties=species:S:1:pos:R:3:mulliken_charge:R:1
C -1.15016 -2.35426 -5.11682 0.022
Br -0.66508 -3.67084 -6.43759 -0.080
Br -2.06919 -3.12547 -3.61220 0.013
Br -2.07053 -0.83546 -5.86213 -0.071
H -0.23521 -1.96646 -4.69303 0.059
C -1.53271 -0.11631 -1.30929 0.310
Br -0.87915 0.41744 0.38715 0.163
Br -1.59987 1.42729 -2.51569 -0.070
Br -3.30842 -0.91037 -1.26330 -0.018
H -0.89527 -0.82308 -1.82794 -0.271
O -5.56027 -2.03986 4.85014 -0.866
P -4.23416 -2.10647 4.21623 0.062
N -4.30099 -2.62630 2.64071 0.602
C -5.54789 -2.31609 1.90254 -1.094
C -3.57184 -3.74128 2.08793 -1.404
N -3.21175 -3.15592 4.96818 0.562
C -3.74665 -4.18937 5.81088 -1.145
C -1.80154 -2.93963 5.13314 -0.737
N -3.45060 -0.64558 4.14461 0.613
C -4.02021 0.47204 4.86597 -1.140
C -2.54786 -0.35931 3.05561 -0.990
H -5.36430 -2.33619 0.82662 0.351
H -5.84208 -1.29662 2.14578 0.278
H -6.29900 -3.07101 2.14641 0.304
H -4.25939 -4.42726 1.59105 0.439
H -3.07842 -4.33664 2.86727 0.300
H -2.72380 -3.45581 1.45122 0.466
H -3.26886 -5.16157 5.67199 0.295
H -3.56426 -3.89068 6.85794 0.363
H -4.82797 -4.26348 5.74059 0.339
H -1.25685 -3.89021 5.08904 0.416
H -1.36391 -2.32186 4.35753 -0.253
H -1.63836 -2.51336 6.13158 0.350
H -3.78209 1.42242 4.39237 0.349
H -5.11011 0.39489 4.90534 0.375
H -3.71424 0.51942 5.91706 0.334
H -2.39570 0.70918 2.93946 0.301
H -2.96383 -0.63700 2.07351 0.385
H -1.65030 -0.98475 3.08406 0.156
O 3.58598 2.63004 5.20160 -0.873
P 2.62769 1.74206 4.53617 0.051
N 3.11475 0.97498 3.15121 0.493
C 3.12489 1.60207 1.85492 -0.979
C 4.13561 -0.06377 3.32362 -1.186
N 1.26623 2.56228 4.05660 0.427
C 0.12170 1.87287 3.56241 -0.791
C 1.33811 3.98962 3.80067 -1.058
N 2.22089 0.45041 5.49110 0.387
C 2.29101 0.71742 6.92623 -1.112
C 1.49208 -0.73279 5.09184 -1.462
H 3.22513 0.83296 1.10288 0.392
H 3.81892 2.44043 1.71794 0.192
H 2.15239 2.07733 1.66022 0.276
H 4.82114 0.16087 4.14480 0.327
H 4.75243 -0.10626 2.42790 0.531
H 3.68994 -1.04027 3.51646 0.254
H 0.08385 1.72640 2.45476 0.082
H -0.06846 0.89533 3.98386 0.045
H -0.79171 2.46531 3.70978 0.439
H 0.77016 4.19786 2.88038 0.398
H 0.80403 4.58699 4.54537 0.282
H 2.36757 4.28800 3.64301 0.348
H 3.28842 1.05850 7.18906 0.331
H 1.53096 1.41552 7.28136 0.293
H 2.16266 -0.24291 7.43258 0.407
H 0.42518 -0.64972 5.35897 0.628
H 1.84632 -1.63221 5.60553 0.384
H 1.55303 -0.85084 4.01060 0.363
O 1.03716 -2.91028 -2.78280 -0.876
P 1.61884 -3.93615 -1.88847 0.529
N 3.27850 -3.83556 -1.73379 0.177
C 4.04629 -4.66986 -0.81523 -0.981
C 3.91640 -2.52075 -1.89721 -1.038
N 1.35421 -5.47262 -2.44608 0.343
C 1.42079 -5.72167 -3.86398 -0.735
C 1.32421 -6.62801 -1.59043 -1.159
N 0.95562 -3.98965 -0.35260 0.453
C -0.50331 -4.01856 -0.35474 -0.869
C 1.54027 -3.19902 0.74160 -1.095
H 3.68234 -5.69271 -0.79115 0.170
H 4.15310 -4.21617 0.17146 0.375
H 5.05044 -4.75047 -1.25181 0.360
H 4.19510 -2.06146 -0.94123 0.312
H 3.19288 -1.79692 -2.27691 0.294
H 4.75850 -2.68782 -2.56428 0.346
H 0.87695 -4.94190 -4.39017 -0.068
H 2.45239 -5.66608 -4.22946 0.278
H 0.97752 -6.69795 -4.03702 0.376
H 2.23104 -7.24693 -1.67831 0.395
H 1.18222 -6.36990 -0.54914 0.350
H 0.51898 -7.29526 -1.92217 0.387
H -0.96262 -3.02343 -0.35964 0.113
H -0.88657 -4.57535 -1.20555 0.339
H -0.82366 -4.50151 0.57578 0.399
H 0.83555 -3.17044 1.57097 0.417
H 1.73764 -2.16846 0.43598 0.365
H 2.46855 -3.67690 1.03631 0.099
O -2.02463 5.86138 -4.62250 -0.871
P -0.68675 5.89424 -5.23527 0.428
N -0.69858 6.30420 -6.85991 0.216
C -1.65657 5.58891 -7.69806 -1.172
C 0.52824 6.57116 -7.56206 -1.048
N 0.16489 4.44924 -5.17821 0.392
C 0.68946 4.02591 -3.87409 -0.425
C -0.32074 3.30713 -5.98470 -1.198
N 0.37811 6.91532 -4.51209 0.265
C 1.81689 6.86063 -4.68669 -1.187
C -0.07000 7.76547 -3.41384 -0.991
H -2.33247 6.32961 -8.14649 0.324
H -2.29463 4.87385 -7.18524 0.403
H -1.21802 5.06348 -8.55218 0.394
H 1.19361 5.70237 -7.70048 0.316
H 1.09772 7.37808 -7.10753 0.324
H 0.30441 6.90705 -8.57961 0.460
H 0.70056 4.87693 -3.19315 0.269
H 0.13249 3.17777 -3.48557 -0.255
H 1.74434 3.76431 -4.01875 0.278
H 0.07751 3.40681 -7.00200 0.190
H 0.01592 2.34841 -5.60701 0.572
H -1.40895 3.36655 -6.06931 0.319
H 2.19376 7.87883 -4.79838 0.322
H 2.28739 6.39713 -3.81178 0.318
H 2.02828 6.25944 -5.56081 0.439
H 0.42676 8.73575 -3.49407 0.317
H 0.20086 7.33783 -2.44067 0.286
H -1.14727 7.87134 -3.50521 0.317
```

(2)
Entry from the OMol25 dataset: a structure of composition C26H74N7NaO11 (ωB97M-V/def2-TZVPD).

The calculation puts the LUMO energy at -0.4 eV. The value obtained for the HOMO energy is -8.8 eV.

Geometry as XYZ:
```
119
Properties=species:S:1:pos:R:3:mulliken_charge:R:1
Na 29.80457 3.21217 4.69327 0.765
N 29.57297 6.43805 5.99438 0.859
O 29.53084 5.19352 6.23673 -0.508
O 30.22047 6.83103 4.98663 -0.367
O 29.00235 7.25698 6.72538 -0.898
C 30.22447 3.75013 -0.32973 -0.675
C 29.59432 5.01256 -0.95575 0.935
C 30.24622 6.31932 -0.53628 -1.221
O 30.17780 6.49950 0.87191 0.304
C 30.54663 7.80647 1.27810 -0.742
N 29.55226 4.87643 -2.42052 -0.797
H 31.21754 3.63828 -0.76847 0.386
H 29.58304 2.87618 -0.40904 0.314
H 30.38903 3.91644 0.73627 -0.443
H 28.53746 5.06484 -0.67753 -0.034
H 29.71295 7.15230 -1.00518 0.367
H 31.30058 6.30722 -0.84280 0.420
H 29.67630 8.44834 1.09607 0.368
H 31.44475 8.17005 0.77457 0.422
H 30.71324 7.80165 2.35649 -0.179
H 28.98468 4.07638 -2.66602 0.284
H 30.48438 4.69073 -2.77678 0.300
C 30.49458 11.34720 6.52983 -1.329
C 30.58776 10.94735 5.06245 0.370
C 29.40309 10.05460 4.61654 0.554
O 28.17452 10.62258 5.03632 -0.409
C 27.10310 9.78496 4.69543 -0.709
N 30.70120 12.16302 4.25568 -0.714
H 31.34877 11.93698 6.85544 0.339
H 30.32056 10.47373 7.16042 0.212
H 29.59649 11.95174 6.68931 0.408
H 31.49236 10.34187 4.95514 0.173
H 29.50600 9.05993 5.06173 -0.400
H 29.42393 9.98907 3.52053 0.121
H 26.18793 10.32357 4.94029 0.350
H 27.03606 8.86139 5.28660 0.167
H 27.11615 9.45688 3.65042 0.278
H 29.95284 12.78271 4.55624 0.343
H 30.48620 11.95389 3.28541 0.279
C 27.07895 6.03943 2.21682 -1.143
C 27.62119 4.87786 3.01914 1.624
C 27.13384 3.51713 2.53237 -1.008
O 27.50917 2.52092 3.50755 -0.139
C 26.66213 1.37523 3.45585 -0.922
N 29.10667 4.87658 2.96856 1.097
H 25.98271 6.01564 2.22497 0.525
H 27.44670 6.02440 1.19430 -0.024
H 27.33324 6.99256 2.68384 0.141
H 27.30190 4.93938 4.06244 -0.321
H 27.52167 3.14753 1.57651 0.191
H 26.04917 3.53626 2.37081 0.501
H 26.48429 0.99808 2.44709 0.299
H 25.71014 1.64021 3.92104 0.323
H 27.17158 0.62097 4.05172 0.262
H 29.36370 5.75857 3.42013 -0.784
H 29.44773 5.09659 2.02156 -0.619
C 35.43424 5.96647 7.89862 -1.743
C 34.45299 5.84078 6.75695 2.100
C 34.28748 7.08949 5.89138 -0.768
O 33.90799 8.21555 6.66804 -0.516
C 32.48631 8.22897 6.79945 0.357
N 34.74919 4.68864 5.90139 -0.428
H 35.58587 4.99321 8.36345 0.469
H 35.09120 6.70077 8.62862 0.329
H 36.39349 6.31049 7.49500 0.418
H 33.47760 5.67501 7.23418 -1.348
H 33.53952 6.88738 5.12159 0.275
H 35.22873 7.35436 5.40045 0.445
H 31.95141 8.03739 5.86615 -0.180
H 32.02703 9.12989 7.20398 0.149
H 32.25536 7.45792 7.54357 -0.273
H 35.06931 3.87418 6.40547 0.232
H 35.45751 4.94799 5.22159 0.266
C 33.15938 4.97909 2.53490 -1.284
C 32.47438 3.75583 3.15237 2.248
C 33.44842 2.58346 3.26757 -0.692
O 34.01402 2.26153 2.00534 -0.402
C 33.31383 1.22966 1.36862 -0.565
N 31.97536 4.13478 4.50092 0.203
H 34.00159 5.30834 3.14449 0.136
H 32.47849 5.83316 2.45796 0.198
H 33.44422 4.80485 1.49332 0.434
H 31.62257 3.58996 2.48773 -1.023
H 32.92029 1.74975 3.73718 0.460
H 34.29106 2.90616 3.87719 0.091
H 33.78165 0.88267 0.44540 0.300
H 32.32345 1.59832 1.05886 0.124
H 33.14604 0.30872 1.94016 0.307
H 32.77911 4.15757 5.14004 0.026
H 31.73800 5.12656 4.47494 -0.395
C 31.23393 1.36448 12.20966 -1.370
C 30.13323 2.18728 11.57006 0.647
C 30.47863 2.57278 10.13333 -0.513
O 31.47260 3.55677 10.14874 -0.436
C 31.65809 4.10572 8.85284 -0.262
N 28.79463 1.58856 11.69545 -0.799
H 31.53848 0.54439 11.55198 0.315
H 30.95360 0.95009 13.17899 0.375
H 32.14644 1.94849 12.33593 0.298
H 30.06527 3.13614 12.12611 0.187
H 29.56311 2.69981 9.53795 0.189
H 30.88263 1.66352 9.64625 0.240
H 31.90547 3.33213 8.11735 0.325
H 32.46942 4.82646 8.93172 0.146
H 30.73824 4.60339 8.53661 0.123
H 28.59552 1.48834 12.68704 0.277
H 28.14664 2.32164 11.41209 0.270
C 30.46007 7.86984 10.03292 -0.011
O 29.61094 8.64961 9.20884 -0.527
H 31.16664 7.34658 9.38044 -0.291
H 30.98135 8.52617 10.72845 0.318
H 29.93172 7.11043 10.62009 0.240
H 29.47911 8.19021 8.37029 0.378
C 26.45687 3.75866 7.22029 -0.280
O 27.62388 3.95996 8.00044 -0.485
H 25.90019 2.89047 7.55843 0.298
H 25.82840 4.65112 7.33581 0.275
H 26.72226 3.75803 6.15731 -0.135
H 28.23663 4.56226 7.54514 0.361
```

Energy, record by record: -18802.7339, -2408.0568 a.u.